A molecular structure, C11H21N5OS at a distorted geometry. Source: the OMol25 dataset; level of theory: ωB97M-V/def2-TZVPD.

```
39
Properties=species:S:1:pos:R:3
H 2.1133 -0.0381 -4.2164
H 0.9124 0.2222 3.6405
N -1.2908 -0.5218 2.6055
N -1.9426 0.4075 -2.4650
N -0.8039 -1.1083 -3.7211
S -0.2415 1.1651 -0.5766
N 0.2887 -0.6211 -2.5791
C 2.2356 -0.2045 -3.1585
H 3.1917 1.9974 -4.7839
H -1.5451 0.0460 4.3727
H 1.2701 1.6159 -3.0918
H 0.4760 1.3436 2.3054
C -1.1713 0.5083 3.4259
H -1.0974 -2.5831 2.1848
H 4.5631 1.4823 -3.4977
H -1.7600 1.8917 1.2210
H -0.4445 -1.9316 3.8592
H 2.6843 1.4677 -1.8087
C -1.6852 -0.3371 1.1506
C -2.6546 -2.4222 3.7066
H 3.3046 3.2871 -3.4039
C 3.4527 2.0272 -3.6333
H -3.2398 -2.4936 2.8295
C -0.7782 0.3586 -1.8794
H 3.3689 -0.5339 -3.0826
O -1.5853 -1.4971 0.4038
H -2.5641 0.9134 -0.1736
H -3.0871 -1.8212 4.4028
C 2.3367 1.3111 -2.7340
C -0.0100 1.0856 3.4563
H 0.1962 2.0001 4.0961
C 1.5431 -0.9544 -2.3915
H 1.6399 -0.8877 -1.3158
H 1.5817 -1.9354 -2.6208
C -1.6364 1.1279 0.6433
H -2.3367 -3.3019 4.1354
N -1.8291 -0.4304 -3.3990
H -1.9114 1.1635 3.1500
C -1.5440 -1.7985 2.9434
```

Output
* F_max: 16.44 eV/A
* energy above the lowest of the compared OMol25 structures with the same formula, charge and spin: 13.715 eV
* charge: 0
* LUMO: -0.345 eV
* HOMO energy: -0.323 hartree
* spin multiplicity: 1
* orbital gap: 8.43 eV

---

2 unconnected molecules or ions with the total composition C11H21N7O6 at a distorted geometry. Source: the OMol25 dataset; level of theory: ωB97M-V/def2-TZVPD.

```
45
Properties=species:S:1:pos:R:3
O -3.7743 -1.8427 -1.6651
H -1.4599 -1.1286 -0.4736
H 1.8115 2.4421 -2.2964
H -2.3261 -3.4886 0.5285
N -5.4813 -2.1034 -0.2778
H -2.1921 -4.7132 3.8811
H -0.7157 -1.1755 1.8794
H 5.0489 2.8365 -0.7975
O 6.8735 3.4021 -1.4251
O -0.3187 1.6671 0.3624
H 1.3074 -0.2003 2.2223
C -2.1147 -4.5442 2.8080
O 3.4746 2.7734 -3.5200
H 8.5012 4.4220 -2.6865
N -2.7249 -2.8482 1.1962
C -1.1897 -0.2762 1.4867
C -2.0773 -0.6490 0.2882
H 1.8150 1.2247 1.3154
C 6.6548 3.6968 -2.5814
H -1.8018 0.1618 2.2758
H -6.2139 -1.2055 1.4823
C -6.1405 -2.1950 1.0270
H -2.4977 0.2646 -0.1356
H 7.7167 4.2144 -4.2251
H -2.6516 -5.3274 2.2770
H -3.8124 -1.0668 1.4505
H 5.4784 3.5741 -4.2420
C -2.7249 -3.2023 2.4791
C -3.2429 -1.5774 0.6738
H 1.0642 2.1483 -0.7285
N 1.8939 2.1498 -1.3263
N 7.6427 4.3623 -3.2260
H -5.5784 -2.8508 1.6951
C -0.1045 0.7234 1.1055
H -6.0385 -2.2659 -1.1028
H -7.1457 -2.6018 0.9072
N 5.5530 3.3030 -3.2744
H -1.0673 -4.5473 2.5143
C 4.3817 2.8944 -2.7167
N 1.1032 0.5521 1.5959
C -4.1915 -1.8376 -0.5124
O 3.1460 2.2609 0.4875
C 3.0846 2.3782 -0.7192
O -3.1906 -2.5050 3.3688
N 4.2257 2.7005 -1.3760
```

Output
* F_max: 3.04 eV/A
* energy above the lowest of the compared OMol25 structures with the same formula, charge and spin: 0.000 eV
* SMILES: CNC(=O)[C@H](CCC(N)=O)NC(C)=O.NC(=O)NC(=O)NC(N)=O
* charge: 0
* LUMO: 0.409 eV
* HOMO energy: -0.352 hartree
* spin multiplicity: 1
* orbital gap: 9.99 eV

---

C11H21NOS in the gas phase at a distorted geometry. Source: the OMol25 dataset; level of theory: ωB97M-V/def2-TZVPD.

```
35
Properties=species:S:1:pos:R:3
H 0.2056 -0.8785 1.5094
C -1.9130 1.6871 0.8363
H -2.6206 -3.8644 -0.1295
H 2.7262 -0.3917 1.9306
H -4.0809 0.3721 0.9346
H -0.2737 0.7238 -1.5408
H -2.1107 2.6008 0.2731
H 2.4144 2.3370 -0.7322
H -0.8853 1.8492 1.3649
C -1.1985 0.2794 -1.3225
C 3.8385 -0.0842 -0.8876
H 0.8590 1.7176 -0.4133
N 0.1541 -0.5980 0.5828
H -2.5637 1.6925 1.6458
H 3.4702 -0.2240 -1.9146
H 1.8071 1.2935 -1.8187
C 1.8197 1.4909 -0.8047
H 3.5175 1.0952 1.9136
C -2.1039 0.4818 -0.0799
H -1.1667 -2.5356 -1.2750
C 2.5788 0.3971 -0.0580
C 2.7233 0.6018 1.4395
H 1.8836 1.1272 1.7676
C -1.6877 -2.0756 -0.3492
C -2.4974 -2.8461 0.3346
O 2.1468 -2.1274 0.6459
C -3.6010 0.3027 -0.0962
H -3.2090 -2.6508 1.1677
H -3.8167 1.1949 -0.6264
H 4.6573 0.5744 -0.7307
H -4.0754 -0.4594 -0.5844
S 1.5539 -1.1648 -0.2083
C -1.1565 -0.6771 -0.1774
H -1.4889 -0.1641 -2.2004
H 4.0936 -1.0774 -0.3966
```

Output
* F_max: 4.62 eV/A
* energy above the lowest of the compared OMol25 structures with the same formula, charge and spin: 3.798 eV
* charge: 0
* LUMO: 0.831 eV
* HOMO energy: -0.309 hartree
* spin multiplicity: 1
* orbital gap: 9.25 eV

---

2 unconnected molecules or ions with the total composition C11H21NSi at a distorted geometry. Source: the OMol25 dataset; level of theory: ωB97M-V/def2-TZVPD.

```
34
Properties=species:S:1:pos:R:3
H 0.6470 1.4477 -1.6973
C 2.0987 2.0524 0.9015
H -4.7833 -0.6199 -0.0263
H 2.9384 2.6128 0.7222
H -2.4104 -1.6976 -1.8832
N -1.3532 3.2090 -0.1462
H 0.1653 -0.2633 -2.1250
C -1.1830 -0.0447 1.7174
C 1.8473 -0.1162 -0.6823
C -2.1458 -2.0470 -0.9204
C -1.9195 0.9102 -1.0385
C -4.2145 -0.3809 0.8406
H -4.4014 0.5460 1.1341
H -1.1776 -1.0299 2.3636
C 3.8010 0.1533 0.6898
H 3.6755 -0.8734 1.3431
H 1.2418 2.4339 0.2680
H -1.1518 -2.4278 -0.6970
H 1.6423 -2.2127 -0.6126
Si -2.2795 -0.4145 0.1847
C 0.7738 0.3516 -1.4479
H -1.6283 0.7268 2.1951
C 2.4179 0.6555 0.3551
H 3.3241 -1.6684 -1.0480
H 4.5201 0.6939 1.2748
C 2.2653 -1.5002 -1.1852
H -2.9211 -2.7616 -0.4923
H 2.1776 -1.6482 -2.2018
H 4.3618 -0.2436 -0.1699
H -0.1471 0.3063 1.3697
C -1.5227 2.1921 -0.6938
H 1.8717 1.8108 2.0208
H -2.3795 0.9784 -2.0443
H -4.1508 -1.1306 1.7315
```

Output
* F_max: 6.12 eV/A
* energy above the lowest of the compared OMol25 structures with the same formula, charge and spin: 6.432 eV
* charge: 0
* LUMO (spin up / spin down): -1.232 / -0.171 eV
* HOMO energy (spin up / spin down): -0.268 / -0.314 hartree
* spin multiplicity: 1
* orbital gap (spin up / spin down): 6.07 / 8.38 eV

---

C11H21P in the gas phase at a distorted geometry. Source: the OMol25 dataset; level of theory: ωB97M-V/def2-TZVPD.

```
33
Properties=species:S:1:pos:R:3
C 1.7382 1.5858 1.1492
H -3.2223 -0.2355 -0.4598
H 1.6907 0.9351 -1.8853
H -2.5937 -1.8373 -1.8263
C -1.6787 -1.3634 -1.5127
C 0.7238 1.5739 -1.5900
C -2.2015 -0.4606 -0.3759
H 0.9294 -0.6513 2.5251
C 1.8222 -1.4016 0.9020
H 2.2251 1.9228 0.2797
H -3.1897 2.1351 -0.6557
H -2.1225 -1.0922 0.4977
H -2.5553 1.4705 -2.1365
H 2.8602 -1.1053 1.0747
H -0.9897 -2.0309 -1.1766
H 1.0640 2.6119 -1.1691
H 0.7792 -3.3884 1.6304
H -1.3268 -0.6505 -2.3157
H 0.0290 1.7674 -2.5290
H -0.3392 -1.0339 1.4370
C 1.7815 -2.8432 1.4953
C -0.0105 0.9017 -0.4802
H 2.4307 -3.4367 0.8714
C -1.4730 0.9045 -0.3791
H 1.4646 2.4583 1.6321
H 2.5452 1.1915 1.6766
P -1.1048 1.8393 1.2527
H -1.7192 2.6666 -1.4927
C 0.4465 0.7247 0.8927
H 2.1751 -2.9866 2.5091
C 0.6025 -0.6654 1.5366
C -2.3600 1.9092 -1.1922
H 1.5788 -1.4154 -0.1857
```

Output
* F_max: 4.95 eV/A
* energy above the lowest of the compared OMol25 structures with the same formula, charge and spin: 2.026 eV
* SMILES: CCC[C@]1(C)P2[C@]1(C)[C@@]2(C)CC
* charge: 0
* LUMO (spin up / spin down): 0.019 / 0.021 eV
* HOMO energy (spin up / spin down): -0.257 / -0.257 hartree
* spin multiplicity: 1
* orbital gap (spin up / spin down): 7.00 / 7.01 eV

---

C11H22BN3O5 in the gas phase at a distorted geometry. Source: the OMol25 dataset; level of theory: ωB97M-V/def2-TZVPD.

```
42
Properties=species:S:1:pos:R:3
H 3.6831 1.1362 0.3745
H 0.4146 -1.6671 -2.0973
C 0.2366 0.6761 1.8319
H -1.6757 1.1404 2.6651
C -0.0768 -0.4393 0.7821
O 3.2440 0.2699 0.3468
H 2.7235 -1.7224 -0.3517
O 1.5091 -1.4191 3.2649
H -0.3079 1.7965 -5.2987
H 0.3057 1.6361 1.3107
O -2.8271 0.7576 -2.3333
H -2.6061 -0.8916 -4.7868
H -1.8603 0.7203 0.2017
H -0.3648 1.5770 3.7164
H 2.2952 -1.7413 3.7497
C 1.0807 -0.5872 -0.2752
H -1.4856 -0.3287 4.6623
H 0.0769 2.0309 -3.5407
H -0.3828 -0.2928 -4.0759
N -2.3255 0.0904 -4.8664
N -0.8465 -0.0261 -1.5027
O 1.6632 1.6924 -0.4758
H 1.0592 0.0126 -2.3460
B 0.6130 -1.0174 4.2596
H 1.8089 -1.2915 5.9674
C -1.6997 0.3801 -2.5404
H -0.1635 -1.4468 1.2270
H 1.9867 -1.7319 1.1197
H -2.0158 -1.0481 -0.0608
C -0.6879 0.8106 3.0064
H -1.4647 2.5280 -4.1999
H -1.2353 -1.2704 3.2371
N 1.8104 -1.7895 0.0828
C -1.3305 -0.1987 -0.1244
H 1.2545 0.4722 2.2250
H -3.1301 0.5914 -4.5162
C 0.4785 -0.6428 -1.6836
C -0.6855 1.7765 -4.2663
O 0.9198 -1.0951 5.6215
C -0.7991 -0.4493 3.8097
C 2.0321 0.5801 -0.1673
C -1.2249 0.4216 -3.9530
```

Output
* F_max: 2.12 eV/A
* energy above the lowest of the compared OMol25 structures with the same formula, charge and spin: 0.125 eV
* SMILES: C[C@H](N)C(=O)N1C[C@H](CCCB(O)O)[C@](N)(C(=O)O)C1
* charge: 0
* LUMO: -0.051 eV
* HOMO energy: -0.331 hartree
* spin multiplicity: 1
* orbital gap: 8.95 eV